1.
A molecular structure, C32H87Li4N5O16 in a non-equilibrium geometry. Source: OMol25; level of theory: wB97M-V/def2-TZVPD.

Results
Molar mass, g mol⁻¹: 825.83
Total charge: +2
E_tot, Ha: -2778.5635
Max |F|, eV/Å: 2.82

Element x y z (Å)
Li -2.52 3.94 1.46
Li -3.63 1.69 0.05
Li -1.83 2.34 3.44
Li -2.00 3.62 -2.08
O -2.05 1.88 1.46
C -1.25 1.05 0.63
C -1.17 1.28 -0.87
O -2.35 1.71 -1.53
H -1.57 -0.01 0.79
H -0.24 0.92 1.07
H -0.84 0.32 -1.31
H -0.37 1.99 -1.15
C 0.30 -5.12 -5.94
O 0.09 -3.97 -5.17
C 0.88 -3.91 -4.03
C 0.24 -2.99 -3.03
N -0.83 -3.56 -2.30
C -1.22 -2.81 -1.15
C -0.39 -3.11 0.09
O -0.94 -4.20 0.74
C 0.01 -4.86 1.52
H 1.35 -5.36 -6.14
H -0.15 -4.91 -6.92
H -0.24 -6.00 -5.56
H 1.90 -3.63 -4.30
H 0.97 -4.91 -3.58
H -0.01 -2.04 -3.53
H 1.10 -2.68 -2.38
H -0.72 -4.54 -2.07
H -2.22 -3.21 -0.95
H -1.30 -1.75 -1.37
H -0.29 -2.24 0.76
H 0.64 -3.37 -0.21
H -0.46 -5.60 2.15
H 0.51 -4.13 2.19
H 0.80 -5.28 0.90
C 5.07 -3.67 4.40
O 5.54 -3.48 3.12
C 5.67 -2.14 2.75
C 4.39 -1.32 2.77
N 3.97 -0.88 1.45
C 2.92 0.05 1.53
C 2.83 0.95 0.33
O 4.01 1.71 0.20
C 3.99 2.57 -0.93
H 4.17 -3.09 4.62
H 5.84 -3.38 5.14
H 4.89 -4.73 4.50
H 6.15 -2.09 1.77
H 6.39 -1.67 3.44
H 4.57 -0.48 3.47
H 3.57 -1.87 3.23
H 4.77 -0.49 0.97
H 2.90 0.75 2.40
H 1.94 -0.43 1.61
H 1.84 1.44 0.22
H 2.79 0.34 -0.61
H 3.03 3.10 -0.96
H 4.15 2.05 -1.88
H 4.81 3.26 -0.78
C 1.39 0.25 -3.26
O 2.46 -0.57 -3.62
C 2.63 -0.68 -5.03
C 3.50 -1.88 -5.26
N 4.84 -1.63 -4.81
C 5.79 -2.63 -5.15
C 7.14 -2.56 -4.49
O 7.18 -2.63 -3.09
C 7.21 -1.38 -2.37
H 1.39 0.33 -2.17
H 0.43 -0.27 -3.50
H 1.26 1.22 -3.76
H 3.11 0.22 -5.42
H 1.65 -0.78 -5.52
H 3.45 -2.24 -6.29
H 3.07 -2.73 -4.68
H 4.94 -1.10 -3.99
H 5.93 -2.74 -6.24
H 5.30 -3.62 -4.97
H 7.64 -1.64 -4.84
H 7.76 -3.35 -4.91
H 8.24 -0.99 -2.34
H 6.94 -1.64 -1.34
H 6.54 -0.63 -2.75
C 0.13 -1.24 3.58
O 0.47 -0.07 4.23
C -0.10 0.15 5.47
C -1.61 0.12 5.47
N -2.22 1.42 5.15
C -2.27 2.40 6.24
C -3.22 1.97 7.32
O -4.50 1.99 6.72
C -5.57 1.93 7.64
H 1.00 -1.78 3.21
H -0.60 -1.01 2.79
H -0.32 -2.01 4.22
H 0.14 1.19 5.72
H 0.33 -0.45 6.27
H -1.94 -0.26 6.45
H -2.00 -0.67 4.82
H -3.23 1.24 5.05
H -2.76 3.32 5.90
H -1.29 2.65 6.63
H -3.13 2.64 8.18
H -2.99 0.96 7.71
H -5.45 1.12 8.36
H -6.50 1.83 7.09
H -5.69 2.88 8.18
C -4.43 -0.78 -0.17
O -5.18 0.36 -0.61
C -5.36 0.37 -2.02
C -5.82 1.75 -2.38
N -4.77 2.69 -2.00
C -4.93 4.05 -2.55
C -6.12 4.74 -1.98
O -5.90 4.98 -0.63
C -6.94 5.65 -0.02
H -3.45 -0.78 -0.67
H -4.97 -1.70 -0.36
H -4.24 -0.61 0.89
H -6.13 -0.34 -2.37
H -4.46 0.12 -2.60
H -6.76 1.96 -1.87
H -5.96 1.79 -3.47
H -3.89 2.31 -2.34
H -4.96 3.99 -3.64
H -4.02 4.62 -2.31
H -7.03 4.14 -2.18
H -6.38 5.65 -2.57
H -7.88 5.08 -0.06
H -7.12 6.62 -0.52
H -6.80 5.88 1.04
O -2.45 0.63 -4.24
H -2.07 1.03 -3.43
H -2.57 -0.30 -4.02
O -0.01 2.99 3.77
H 0.53 3.11 4.57
H 0.64 2.96 3.04
O -0.14 4.54 -1.83
H 0.78 4.53 -2.17
H -0.13 5.23 -1.15
O 1.05 4.32 1.40
H 0.44 5.06 1.58
H 0.56 3.67 0.86

---

2.
A molecular structure, C32H88N8O12SV in a non-equilibrium geometry. Source: OMol25; level of theory: wB97M-V/def2-TZVPD.

Results
Molar mass, g mol⁻¹: 860.11
Total charge: +1
<S²>: 2.02
E_tot, Ha: -3954.7758
Spin multiplicity: 3
Max |F|, eV/Å: 8.07

Element x y z (Å)
V 2.56 0.31 0.84
S -0.03 -0.51 0.66
O -0.83 -1.63 0.34
O 0.98 -0.73 1.63
O 0.96 -0.14 -0.36
O -0.69 0.71 1.01
C -1.08 -2.35 5.29
C -0.61 -2.35 3.87
C 0.10 -3.72 3.58
O 1.05 -4.12 4.55
C 1.58 -5.45 4.25
N -1.81 -2.29 3.02
H -1.39 -1.36 5.60
H -0.27 -2.53 6.00
H -1.87 -3.08 5.49
H 0.03 -1.50 3.63
H 0.62 -3.74 2.63
H -0.72 -4.44 3.55
H 2.12 -5.44 3.30
H 0.81 -6.21 4.22
H 2.20 -5.83 5.06
H -2.41 -1.48 3.09
H -1.50 -2.22 2.06
C 2.20 4.63 0.57
C 2.52 3.28 1.20
C 1.73 2.89 2.42
O 2.07 1.55 2.67
C 1.41 1.13 3.86
N 2.28 2.34 0.12
H 2.91 4.88 -0.22
H 2.19 5.40 1.35
H 1.23 4.67 0.09
H 3.56 3.13 1.48
H 0.68 3.05 2.18
H 2.14 3.53 3.20
H 1.57 1.83 4.68
H 1.85 0.18 4.16
H 0.34 0.99 3.74
H 1.36 2.57 -0.22
H 2.85 2.67 -0.64
C -3.40 0.39 -1.42
C -3.88 -1.09 -1.37
C -3.10 -1.96 -2.37
O -3.48 -1.54 -3.64
C -3.28 -2.51 -4.68
N -3.65 -1.58 -0.01
H -3.69 0.85 -2.37
H -2.34 0.37 -1.15
H -3.93 0.97 -0.67
H -4.96 -1.10 -1.57
H -3.30 -3.03 -2.29
H -2.03 -1.79 -2.26
H -3.61 -3.53 -4.46
H -2.21 -2.51 -4.92
H -3.77 -2.08 -5.55
H -4.03 -2.51 0.13
H -2.66 -1.52 0.17
C -5.01 1.13 3.05
C -3.59 1.37 2.53
C -2.84 2.44 3.44
O -3.56 3.61 3.45
C -2.85 4.74 3.94
N -2.93 0.14 2.53
H -5.65 1.98 2.81
H -5.05 0.98 4.13
H -5.41 0.22 2.61
H -3.64 1.82 1.54
H -1.81 2.63 3.12
H -2.76 2.10 4.47
H -3.47 5.64 4.00
H -2.25 5.10 3.11
H -2.33 4.63 4.89
H -2.08 0.34 2.03
H -3.47 -0.39 1.87
C 4.55 -1.66 -2.69
C 3.64 -1.40 -1.45
C 4.06 -2.25 -0.19
O 3.20 -1.94 0.95
C 3.51 -2.80 2.06
N 3.70 0.01 -1.02
H 4.11 -1.17 -3.56
H 4.69 -2.71 -2.96
H 5.52 -1.21 -2.46
H 2.60 -1.65 -1.67
H 5.11 -1.99 -0.07
H 3.99 -3.29 -0.51
H 4.55 -2.78 2.38
H 3.15 -3.82 1.98
H 3.02 -2.29 2.89
H 4.67 0.20 -0.84
H 3.60 0.59 -1.84
C -1.70 4.19 0.10
C -1.31 3.65 -1.27
C -0.70 4.63 -2.27
O -1.55 5.81 -2.41
C -1.05 6.87 -3.16
N -0.33 2.63 -0.87
H -2.52 4.90 -0.03
H -0.87 4.68 0.60
H -2.12 3.38 0.71
H -2.09 3.06 -1.75
H -0.55 4.18 -3.25
H 0.31 4.94 -1.99
H -0.15 7.35 -2.79
H -1.71 7.73 -3.30
H -0.85 6.47 -4.16
H -0.69 1.97 -0.20
H -0.29 2.03 -1.68
C 0.20 -3.55 -2.17
C -0.23 -4.67 -1.21
C 0.85 -4.84 -0.05
O 2.10 -5.40 -0.60
C 1.95 -6.83 -0.74
N -1.48 -4.24 -0.64
H 1.11 -3.77 -2.73
H 0.27 -2.55 -1.76
H -0.50 -3.48 -3.00
H -0.44 -5.55 -1.83
H 0.41 -5.49 0.71
H 0.98 -3.85 0.38
H 2.49 -7.27 0.10
H 2.49 -7.16 -1.63
H 0.92 -7.15 -0.77
H -1.32 -3.35 -0.20
H -2.06 -4.10 -1.46
C 2.26 3.51 -4.66
C 2.18 2.61 -3.45
C 1.41 1.32 -3.68
O 0.02 1.38 -3.92
C -0.67 0.21 -3.66
N 3.51 2.40 -2.94
H 2.08 2.96 -5.59
H 3.25 3.82 -5.00
H 1.55 4.34 -4.71
H 1.61 3.09 -2.65
H 1.53 0.64 -2.84
H 1.90 0.77 -4.48
H -1.74 0.41 -3.68
H -0.45 -0.22 -2.68
H -0.39 -0.55 -4.39
H 3.96 3.28 -2.71
H 4.11 2.07 -3.68